# 1
# C7H10FN6O

An isolated ion of composition C7H10FN6O and charge +1 (ωB97M-V/def2-TZVPD, OMol25).

The geometry in XYZ format:
```
25
Properties=species:S:1:pos:R:3:lowdin_charge:R:1
F -5.288 0.869 0.027 0.150
O 0.491 2.200 0.299 0.118
N -3.953 -1.026 -0.047 0.236
N -2.934 0.992 0.208 0.216
N -0.258 0.421 1.872 0.261
N -1.929 -2.372 -0.101 0.153
N 1.456 -1.191 0.158 0.115
N 0.060 -1.168 -0.074 -0.111
C 0.435 1.248 -1.890 0.006
C 0.254 1.265 -0.395 -0.405
C -0.479 0.118 0.339 -0.263
C -2.622 -1.230 0.033 -0.298
C -0.669 -2.298 -0.139 -0.157
C -1.949 -0.012 0.144 -0.123
C -4.099 0.267 0.026 -0.336
H 1.556 1.518 -2.077 0.134
H 0.599 0.142 2.292 0.142
H 1.681 -2.134 0.308 0.068
H -0.110 -3.220 -0.547 0.176
H -0.496 1.468 1.956 0.192
H -0.994 0.080 2.502 0.174
H -2.741 1.913 -0.004 0.136
H 0.070 0.396 -2.485 0.089
H -0.070 2.294 -2.269 0.163
H 1.924 -0.997 -0.829 0.164
```

Relative energy (zero: lowest compared OMol25 entry of this formula, charge and spin) ... 0.5994 eV
SMILES ... CC(=O)[C@@]1([NH3+])c2[nH]c(F)nc2N=CN1N
Charge ... +1


# 2
# C3H14N2O2S

A 3-piece molecular cluster, C3H14N2O2S overall (ωB97M-V/def2-TZVPD, OMol25).

The geometry in XYZ format:
```
22
Properties=species:S:1:pos:R:3:lowdin_charge:R:1
S 0.276 3.280 1.278 0.694
O -1.873 -2.735 1.055 -0.070
O 0.870 -1.378 2.716 -0.062
N 0.377 -1.547 -0.877 0.011
N 0.715 0.709 -1.890 -0.081
C 0.174 1.864 -1.212 -0.301
C 0.209 1.714 0.346 -0.564
C -0.051 -0.522 -1.827 -0.304
H 0.133 -1.781 3.183 0.033
H 1.140 1.203 0.595 0.054
H -0.879 1.939 -1.489 0.106
H 0.352 -1.267 0.104 0.042
H -0.597 1.041 0.631 0.065
H -2.635 -2.130 1.161 0.048
H -0.103 -0.979 -2.813 0.105
H -1.073 -0.304 -1.504 0.112
H 1.337 -1.790 -1.047 0.062
H 1.695 -1.737 3.073 0.041
H -1.429 -2.557 0.232 -0.017
H -1.000 3.577 1.490 -0.173
H 0.662 2.793 -1.500 0.094
H 1.700 0.607 -1.703 0.105
```

Relative energy (zero: lowest compared OMol25 entry of this formula, charge and spin) ... 0.2796 eV
SMILES ... NCNCCS.O.O
Charge ... 0